Entry 1:
This record from the OMol25 dataset describes a 6-piece molecular cluster, C20H59N6O5 overall at a distorted geometry. The level of theory is ωB97M-V/def2-TZVPD.

Calculated values
- Molecular weight: 463.73 g mol⁻¹
- Total charge: +1
- Kohn-Sham gap: 9.363 eV
- ΔE to the lowest compared entry with this formula, charge and spin: 0.0 kJ/mol

Structure (XYZ):
```
90
Properties=species:S:1:pos:R:3:forces:R:3
N 20.68581 1.49492 7.54349 -0.84 0.93 0.43
H 20.41545 2.49447 7.35810 0.66 0.00 0.15
H 19.79858 1.15810 7.97110 0.27 -0.60 -0.51
H 21.47056 1.40615 8.21242 0.07 0.02 -0.45
H 20.87121 1.08232 6.62778 -0.06 -0.31 0.36
C 22.93563 -0.62212 11.26987 0.68 -0.65 0.71
C 22.07375 0.22635 10.35796 0.68 -0.14 0.74
C 21.09901 1.01722 11.22822 -0.97 -1.29 -0.46
O 20.30242 1.87199 10.42891 0.15 0.48 -0.08
C 19.48696 2.72629 11.21715 -0.32 -0.66 0.25
N 22.88361 1.12173 9.51132 -0.60 -0.02 0.23
H 23.62338 -1.26745 10.71588 -0.17 0.07 -0.26
H 22.32923 -1.30383 11.87304 -0.09 0.07 -0.06
H 23.58209 -0.08485 11.97139 -0.26 0.38 -0.10
H 21.58435 -0.55266 9.76002 -0.50 0.63 -0.34
H 21.58670 1.52161 12.06877 0.25 0.35 -0.28
H 20.41985 0.28018 11.67965 0.09 -0.04 0.21
H 19.00155 3.46254 10.58190 0.53 0.34 -0.05
H 20.09189 3.11308 12.03761 -0.14 0.62 -0.12
H 18.64013 2.20274 11.68082 0.19 -0.39 0.02
H 22.76625 2.06310 9.87349 0.32 0.06 -0.09
H 23.85683 0.85821 9.59649 0.06 0.18 -0.18
C 22.01473 1.43013 3.73404 0.15 0.22 -0.20
C 20.85819 0.44668 4.03496 1.72 1.40 -0.48
C 21.38527 -0.71991 4.84568 -0.72 -0.41 0.85
O 22.13584 -0.42040 6.05046 -0.22 0.09 -1.29
C 23.52699 -0.49705 5.83979 0.94 0.16 0.13
N 19.80151 1.24285 4.70839 0.23 -0.41 -1.04
H 21.79389 2.17066 2.95845 -0.54 -0.07 0.11
H 22.89636 0.93757 3.32049 0.01 -0.18 0.34
H 22.27308 2.00572 4.62659 0.23 -0.16 0.05
H 20.58066 0.11294 3.02958 -0.44 -0.52 0.30
H 21.96950 -1.36340 4.18793 0.01 -0.16 0.09
H 20.52068 -1.25020 5.24913 -0.02 -0.38 -0.33
H 23.90975 0.22227 5.11043 -0.22 0.20 0.16
H 23.88504 -1.46790 5.47823 -0.45 -0.22 0.13
H 24.01016 -0.30774 6.79789 -0.05 0.06 0.00
H 18.91114 0.90571 4.34480 -0.08 0.02 0.41
H 19.92683 2.14024 4.24324 -0.43 0.23 0.39
C 17.96446 4.18298 5.89703 -0.58 0.31 -0.10
C 19.33808 4.81817 6.00270 -0.36 -0.49 -0.04
C 19.25409 6.32697 6.05384 0.35 0.29 -0.57
O 20.58033 6.85356 5.99254 -0.61 0.02 0.79
C 20.66220 8.09436 6.64748 -0.08 1.38 0.06
N 20.00547 4.29554 7.21447 -0.10 0.46 0.10
H 17.37604 4.33225 6.80799 0.16 -0.19 0.13
H 18.03668 3.12315 5.66215 0.00 -0.08 0.23
H 17.35724 4.65027 5.11796 0.22 0.00 -0.15
H 19.89259 4.46277 5.13001 0.32 0.39 0.03
H 18.73080 6.60860 6.97472 0.19 0.10 0.17
H 18.70693 6.78730 5.22749 -0.27 -0.33 -0.12
H 20.47286 8.05332 7.72478 0.11 -0.42 0.05
H 19.94458 8.83368 6.26824 -0.24 -0.31 -0.23
H 21.61929 8.58832 6.48215 0.27 -0.57 -0.04
H 20.79700 4.90428 7.42698 0.10 -0.19 -0.15
H 19.36255 4.46810 7.98736 0.01 -0.14 0.02
C 17.47538 -1.27603 10.00311 -0.64 -0.38 -0.08
C 18.39980 -0.95223 8.86034 0.81 -0.26 -0.36
C 18.38075 -2.00308 7.72537 -0.39 -0.02 0.53
O 18.71222 -3.32151 8.06272 0.33 -0.31 0.00
C 19.99851 -3.52104 8.67044 -1.16 0.96 -0.02
N 18.06579 0.34825 8.19816 -0.46 -0.87 0.89
H 16.44878 -1.40034 9.64006 0.05 -0.19 0.00
H 17.41894 -0.48500 10.75413 0.33 0.03 0.00
H 17.79409 -2.20410 10.48018 -0.17 0.02 0.10
H 19.41097 -0.97462 9.28367 0.11 0.71 -0.24
H 19.00947 -1.69032 6.88756 -0.01 0.40 -0.04
H 17.32712 -2.04132 7.42983 0.09 -0.14 -0.44
H 20.84078 -3.08291 8.12490 -0.14 -0.06 -0.39
H 20.09864 -4.59627 8.75002 0.20 0.02 0.33
H 19.92255 -2.97838 9.61761 0.58 -0.63 0.40
H 17.28310 0.07187 7.60099 0.20 0.45 -0.36
H 17.58203 0.87163 8.92821 0.24 0.33 -0.12
C 23.68063 3.84047 6.98612 -0.79 -0.17 1.04
C 23.62922 5.36902 6.86042 -0.85 -0.82 -2.09
C 25.03762 5.90024 6.95422 0.07 0.05 1.93
O 25.19706 7.26444 6.63102 -0.01 -0.35 -1.07
C 26.57782 7.59277 6.65881 -0.07 0.24 0.84
N 23.07956 5.62002 5.48639 1.20 0.57 0.41
H 24.21542 3.38393 6.15742 0.08 0.17 -0.07
H 22.65423 3.45670 6.98346 0.03 0.03 -0.33
H 24.06648 3.44775 7.93438 0.35 0.31 -0.04
H 22.89828 5.83646 7.52870 0.57 -0.06 0.75
H 25.73878 5.20865 6.47865 -0.04 0.32 -0.76
H 25.30546 5.80574 8.01873 0.08 -0.10 0.14
H 26.90831 7.41147 7.68691 0.44 -0.10 -0.07
H 26.74069 8.65118 6.47072 -0.41 0.04 -0.19
H 27.18617 7.02191 5.95681 -0.15 -0.21 -0.07
H 23.42268 6.56904 5.32862 -0.28 -0.08 -0.66
H 22.07206 5.72333 5.52056 0.19 -0.04 0.11
```
Forces are in eV/Å.


Entry 2:
This record from the OMol25 dataset describes C20H59O10Pt as an isolated structure at a distorted geometry. The level of theory is ωB97M-V/def2-TZVPD.

Calculated values
- 2S+1: 3
- <S²>: 2.01
- Molecular weight: 654.76 g mol⁻¹
- Total charge: +1
- Kohn-Sham gap (spin up / spin down): 8.864 / 7.460 eV

Structure (XYZ):
```
90
Properties=species:S:1:pos:R:3:forces:R:3
Pt -2.68910 1.04033 0.16536 0.31 0.07 -0.04
C 0.47562 -1.16463 -0.72908 -0.65 -0.61 0.17
C 0.53684 0.33516 -0.45301 0.02 -1.37 -0.69
O -0.60991 0.89450 0.09656 0.00 0.80 0.87
H 0.27461 -1.76677 0.16279 0.06 0.29 0.13
H 1.41485 -1.54828 -1.12707 0.06 0.22 -0.11
H -0.32275 -1.42457 -1.43342 0.21 0.09 0.01
H 0.79165 0.78218 -1.42289 0.18 0.45 0.26
H 1.36211 0.42153 0.26971 0.04 0.59 -0.18
C -1.95093 -2.84936 1.87624 0.03 0.15 -0.43
C -2.51167 -1.48240 2.18039 -0.39 -0.09 0.17
O -3.19477 -0.94502 0.99901 0.07 -0.51 0.49
H -2.73992 -3.57349 1.66354 -0.04 0.00 0.20
H -1.34217 -3.20479 2.70603 -0.03 -0.06 0.02
H -1.33817 -2.79066 0.97660 0.12 -0.05 0.12
H -1.75133 -0.76072 2.46752 0.07 0.04 -0.24
H -3.24163 -1.52912 2.99215 0.03 0.08 -0.02
H -4.00167 -1.45531 0.87232 -0.11 0.15 -0.17
C 1.45994 -1.42410 -4.45175 1.00 0.29 0.21
C 0.16998 -0.69288 -4.73577 -0.31 -0.53 0.06
O 0.02215 -0.28626 -6.08341 0.01 0.21 0.15
H 2.31517 -0.81892 -4.76962 -0.16 0.09 -0.14
H 1.60120 -2.39453 -4.92900 -0.43 -0.03 -0.07
H 1.61450 -1.54674 -3.37702 -0.24 -0.17 0.00
H 0.11880 0.19407 -4.10003 0.12 0.20 -0.32
H -0.69280 -1.30984 -4.44221 0.20 -0.02 -0.11
H -0.06071 -1.06935 -6.63594 0.05 -0.01 -0.01
C -2.63484 -1.77225 -2.60865 -0.10 -0.26 0.26
C -2.39346 -0.28497 -2.74787 0.36 -0.52 -0.10
O -3.23165 0.48083 -1.84496 0.18 0.05 -0.39
H -3.54573 -2.09086 -3.11546 0.03 -0.04 -0.03
H -2.69929 -2.08285 -1.56216 -0.05 0.23 0.04
H -1.78743 -2.33384 -3.00357 -0.14 0.02 -0.23
H -2.56204 0.04597 -3.77252 -0.16 0.18 0.08
H -1.35699 -0.05759 -2.51372 -0.21 0.32 0.27
H -4.12401 0.51643 -2.20291 -0.10 0.10 0.21
C 2.26081 3.03124 -3.20449 0.08 0.28 0.62
C 3.38550 3.83384 -2.55433 0.42 -0.36 -1.12
O 4.34586 4.24984 -3.53692 -0.13 0.06 0.21
H 2.58602 2.01429 -3.42587 -0.06 -0.02 -0.12
H 1.94145 3.53376 -4.11431 -0.08 -0.06 -0.05
H 1.43028 3.00187 -2.49082 -0.11 -0.19 -0.19
H 3.91388 3.21243 -1.82820 -0.26 0.26 0.46
H 2.98765 4.75212 -2.13188 0.11 -0.02 0.28
H 4.94119 3.51474 -3.70606 0.01 0.02 -0.07
C -3.69717 2.46390 4.25064 0.15 0.11 0.07
C -3.31294 2.88003 2.85236 0.22 0.31 -0.25
O -2.57679 1.82254 2.17163 -0.35 -0.05 0.19
H -4.40142 3.20036 4.63953 -0.06 -0.11 0.08
H -2.82921 2.46859 4.91234 0.02 -0.05 -0.04
H -4.14197 1.47048 4.28335 -0.15 0.05 -0.08
H -2.66585 3.75782 2.86044 -0.01 -0.01 0.00
H -4.17191 3.15115 2.24183 -0.05 -0.33 -0.09
H -1.71367 1.72916 2.62518 0.35 -0.12 -0.11
C 4.35815 -1.59192 0.88340 0.35 0.04 0.17
C 3.32546 -2.70443 0.95434 0.06 0.48 0.00
O 3.84149 -3.90493 1.48847 -0.02 -0.11 -0.12
H 3.91059 -0.64640 0.56622 -0.02 -0.07 -0.09
H 5.16826 -1.84259 0.19274 -0.14 0.02 -0.11
H 4.83834 -1.42454 1.84990 -0.18 -0.05 0.06
H 2.90008 -2.84467 -0.04668 -0.06 -0.21 0.07
H 2.51399 -2.40664 1.62245 -0.04 -0.07 -0.03
H 4.52683 -4.22844 0.89483 0.03 -0.05 0.06
C 1.29194 1.59131 4.74622 0.22 -0.12 0.03
C 1.22241 1.07418 3.33435 0.29 -0.01 -0.38
O -0.04884 1.40903 2.75929 0.27 -0.25 -0.13
H 2.16843 1.17540 5.24553 0.02 0.08 -0.01
H 0.42064 1.30415 5.33325 -0.09 0.02 -0.07
H 1.39151 2.67540 4.72446 -0.13 0.03 0.17
H 1.42550 -0.00201 3.25389 -0.39 -0.03 0.25
H 2.02370 1.53073 2.73681 -0.16 0.16 0.05
H -0.03256 1.19732 1.80217 -0.18 0.06 -0.08
C -0.07096 -4.89625 -0.51842 0.39 -0.44 -0.28
C -1.12629 -5.98837 -0.50277 0.00 0.27 0.32
O -1.64638 -6.24182 -1.79691 -0.01 0.06 0.02
H 0.77028 -5.26411 -1.11835 -0.02 0.22 -0.08
H 0.35589 -4.70176 0.46667 -0.22 0.09 0.09
H -0.45234 -3.98271 -0.97443 0.01 0.06 0.07
H -1.98055 -5.68701 0.10640 -0.03 -0.05 -0.04
H -0.70357 -6.88756 -0.04174 -0.08 -0.07 -0.12
H -0.91061 -6.40224 -2.39620 0.00 -0.09 0.00
C 0.58969 4.93578 2.46036 0.22 -0.05 -0.08
C 0.06748 4.53176 1.09590 0.25 0.13 -0.18
O -1.32995 4.76791 0.94308 -0.19 -0.31 0.00
H 0.61704 6.02292 2.55564 -0.17 -0.01 0.13
H 1.61880 4.59260 2.59602 -0.02 -0.03 -0.07
H -0.00964 4.49319 3.25624 -0.07 0.08 0.01
H 0.21651 3.46752 0.91008 -0.19 -0.05 0.13
H 0.63437 5.04651 0.30956 -0.10 0.08 0.05
H -1.54186 5.69364 1.09666 0.24 0.07 -0.02
```
Forces are in eV/Å.


Entry 3:
This record from the OMol25 dataset describes a 11-piece molecular cluster, C20H60IO20 overall at a distorted geometry. The level of theory is ωB97M-V/def2-TZVPD.

Calculated values
- Molecular weight: 747.58 g mol⁻¹
- Total charge: -1
- Kohn-Sham gap: 7.968 eV
- ΔE to the lowest compared entry with this formula, charge and spin: 260.9 kJ/mol

Structure (XYZ):
```
101
Properties=species:S:1:pos:R:3:forces:R:3
I -0.36255 -0.82515 0.50890 -0.24 0.07 -0.33
C 1.59460 -4.84681 -0.29127 0.25 0.65 0.78
C 1.80539 -3.93947 -1.51972 -1.31 -0.51 0.30
O 2.91686 -3.09143 -1.39833 0.66 -0.41 -0.07
O 1.55932 -4.05960 0.91291 0.12 -1.10 -0.82
H 2.31056 -5.65436 -0.13839 0.82 0.53 -0.15
H 0.69581 -5.46051 -0.35171 -0.62 0.38 -0.65
H 0.93233 -3.29892 -1.64445 -0.49 0.07 0.44
H 1.75576 -4.53939 -2.42842 0.68 -0.37 -0.24
H 2.89209 -2.50535 -2.15827 0.06 0.13 0.06
H 0.92580 -3.36324 0.72500 -0.17 0.60 0.25
C 3.66696 1.80870 -2.46570 -0.34 -0.67 -0.11
C 4.20449 0.81946 -3.56987 -0.60 2.01 0.38
O 3.47747 1.18761 -4.70741 -0.65 -0.43 -1.10
O 3.95924 3.16450 -2.84966 0.96 -0.38 -0.02
H 3.97245 1.53694 -1.45529 0.49 0.28 0.07
H 2.57716 1.82965 -2.46989 -0.13 -1.03 -0.02
H 4.05598 -0.24525 -3.38981 0.05 0.21 0.37
H 5.22509 1.06687 -3.86190 0.60 -0.40 0.96
H 3.53955 2.14530 -4.68301 -0.34 0.36 -0.43
H 3.27403 3.72356 -2.47611 -0.01 0.03 -0.04
C 4.54304 -1.05916 3.68035 -2.56 0.47 -0.60
C 3.54307 -0.63335 2.50484 0.97 -0.36 -0.07
O 2.50830 -1.54278 2.27369 0.29 -1.41 1.30
O 5.06638 -2.34621 3.50090 0.56 -0.30 -0.14
H 3.89478 -1.04703 4.55654 0.02 -0.04 0.45
H 5.39128 -0.40375 3.87796 -0.41 0.78 -0.52
H 4.11198 -0.59826 1.57575 0.38 0.69 -0.06
H 3.00582 0.28457 2.74338 0.89 0.79 0.20
H 1.92124 -1.22332 1.58455 -0.12 0.21 -0.24
H 5.93578 -2.24040 3.89401 0.13 -0.76 -0.16
C -4.13507 3.41771 -0.89431 -0.91 -0.62 -1.52
C -5.21782 2.42151 -1.39555 1.11 0.19 0.29
O -5.81609 2.70405 -2.65605 -0.38 0.49 0.54
O -3.08428 3.53222 -1.86077 -0.35 0.86 0.84
H -3.90589 3.09983 0.12281 0.85 -0.17 -0.03
H -4.56769 4.41249 -0.78772 -0.05 0.08 -0.22
H -5.91429 2.39449 -0.55752 -0.74 -0.14 -0.51
H -4.78129 1.42999 -1.51571 0.28 -0.16 0.56
H -5.14576 2.51203 -3.31590 0.11 0.14 -0.02
H -2.49493 2.77442 -1.86268 0.14 -0.71 0.13
C 4.09414 2.82985 1.33626 -0.34 1.39 0.90
C 4.11228 4.19561 0.59173 0.07 -0.73 0.51
O 4.44326 5.23464 1.50596 -0.09 0.30 0.59
O 5.39849 2.37699 1.58081 0.67 -1.03 -0.50
H 3.45121 2.01546 1.00234 0.54 -0.05 -1.15
H 3.56740 3.01540 2.27233 0.11 0.48 0.46
H 3.11200 4.43591 0.23145 0.04 -0.04 -0.30
H 4.88481 4.23859 -0.17602 -0.42 -0.54 -0.49
H 5.38799 5.40467 1.49256 -0.03 -0.12 -0.11
H 5.89273 2.83862 2.26215 -0.61 0.32 0.09
C -1.27200 0.89758 -3.68319 1.51 -0.40 -0.08
C 0.22686 1.09778 -4.17530 -1.46 0.05 1.21
O 0.55943 2.40754 -4.52964 -0.28 0.90 -0.79
O -1.50040 1.26339 -2.31223 -0.22 0.58 -1.38
H -1.46929 -0.15886 -3.86514 -0.16 -0.29 0.40
H -1.97293 1.41510 -4.33815 0.09 0.46 0.25
H 0.36858 0.43198 -5.02661 0.35 0.15 0.05
H 0.90259 0.90819 -3.34131 -0.13 -1.21 0.05
H 0.29211 2.96219 -3.79310 -0.07 0.26 0.10
H -1.09008 0.63568 -1.71288 0.28 -0.56 0.37
C -0.06760 3.20710 0.19550 -1.76 1.07 2.03
C -0.48493 3.45821 1.73895 0.79 -1.14 -0.71
O -1.85381 3.87853 1.96706 0.76 0.19 -1.20
O -0.36947 4.43719 -0.45437 0.20 -0.53 -0.50
H -0.62975 2.34514 -0.16381 -0.05 0.12 -0.31
H 0.99351 3.02441 0.02593 0.03 -0.10 0.61
H 0.24483 4.19125 2.08274 -0.21 0.23 0.34
H -0.39981 2.52708 2.29916 0.59 -0.14 -0.07
H -2.00916 3.81357 2.91217 0.06 -0.06 0.00
H -1.32892 4.46095 -0.47694 -0.35 0.31 -0.31
C -1.10872 -1.18643 4.54737 1.46 0.05 -1.57
C -1.63440 0.22216 4.36838 -0.87 -1.50 0.42
O -1.67638 0.88952 5.58590 0.39 1.38 1.07
O 0.28235 -1.18941 4.95905 -1.13 -0.37 0.40
H -1.19833 -1.60536 3.54509 0.27 -0.30 -0.31
H -1.66078 -1.90349 5.15494 -0.08 0.53 0.64
H -2.66525 0.17086 4.01791 -0.04 -0.13 -0.73
H -1.01364 0.72905 3.62959 0.00 0.23 0.17
H -2.05227 0.27872 6.22404 0.05 0.05 0.11
H 0.71988 -0.41453 4.59890 -0.06 -0.01 -0.26
C -2.63073 -4.16194 1.92812 0.13 -0.38 -0.42
C -1.85315 -5.20181 1.08817 -0.38 -0.17 0.31
O -2.58174 -5.76101 -0.01668 0.14 0.46 0.08
O -3.93913 -4.61555 2.22542 -0.13 -0.43 0.26
H -2.73673 -3.16589 1.49831 0.56 -0.01 -0.19
H -2.08240 -4.12631 2.86948 -0.07 0.39 0.07
H -1.62454 -6.00671 1.78672 0.12 -0.18 0.04
H -0.89428 -4.83015 0.72689 -0.25 0.27 0.00
H -3.02767 -6.55152 0.29611 -0.06 0.11 0.04
H -4.43895 -4.54948 1.40847 -0.12 0.03 -0.14
C -5.05062 -2.28687 -2.77924 0.32 1.37 -0.62
C -3.82296 -2.58057 -1.97557 1.33 -1.46 -0.37
O -3.82572 -1.96014 -0.73387 -0.96 0.39 0.69
O -6.13702 -3.01390 -2.34277 -1.19 -1.65 1.32
H -4.91866 -2.53001 -3.83354 0.57 0.23 -0.23
H -5.23679 -1.22020 -2.65412 -0.04 0.30 -0.28
H -2.87813 -2.40018 -2.48827 -0.11 0.98 -0.65
H -3.68853 -3.66006 -1.90696 -0.64 -0.57 0.51
H -2.94004 -1.83968 -0.38365 0.44 0.06 -0.09
H -7.00570 -2.66099 -2.54884 0.40 0.42 -0.19
```
Forces are in eV/Å.


Q: Which of these has the lowest total charge?
A: C20H60IO20


Q: Number 2 is which compound?
A: C20H59O10Pt